Entry 1:
The following is a quantum chemistry calculation of a molecular structure, C39H63CdN4O5P2S4 in a non-equilibrium geometry, from the Open Molecules 2025 dataset.

Geometry as XYZ:
```
118
Properties=species:S:1:pos:R:3:mulliken_spin:R:1
Cd 0.78442 1.05588 -0.68222 -0.0003
S 0.20902 0.42058 -4.37962 -0.0021
S 1.44342 1.03498 3.01508 0.0010
S 0.97712 -2.81132 -1.37422 0.0004
S -0.91098 3.37028 1.99288 0.0014
P -1.67738 -0.55592 0.50518 -0.0073
P 0.71462 2.85938 3.00708 -0.0034
O 1.96512 3.82308 2.69028 0.0036
O 0.59082 0.09508 -3.00722 -0.0268
O 0.08042 -0.80622 -5.19422 0.0009
O -0.93008 1.30388 -4.52562 -0.0005
O 0.45272 3.36758 4.57548 -0.0002
N 2.91902 -3.80642 -2.86042 0.0003
N 3.60332 2.10958 -1.16712 0.4438
N 1.28792 -2.86672 -4.02632 -0.0005
N 3.14062 0.99078 -0.61942 0.1867
C -3.07388 -0.69942 -3.40792 -0.0009
C -0.13068 -4.48922 2.36018 0.0001
C 6.39272 -0.49302 0.25988 -0.0519
C 1.82912 5.21408 2.49398 0.0001
C 3.32142 -4.03282 -4.22402 0.0001
C 2.71272 3.04118 -1.60052 -0.0442
C 4.61432 -1.86122 1.10478 -0.0755
C -3.70828 1.33618 0.99748 -0.0004
C -5.09278 1.63298 1.59208 0.0001
C 3.29022 4.18718 -2.19822 0.1272
C -2.17488 -3.25012 1.61938 -0.0001
C 3.69952 -4.23152 -1.74192 0.0002
C -2.92508 0.02888 2.95088 0.0005
C -1.12968 -2.16822 1.30918 0.0006
C 4.08322 0.14368 -0.14382 -0.1020
C 1.74902 -3.11162 -2.78962 0.0014
C 1.62612 1.31448 -5.07282 0.0022
C -5.26408 0.94208 2.94768 0.0000
C -0.22028 -1.96642 2.52268 -0.0039
C 0.53262 3.99048 -1.99452 -0.0767
C 2.57552 5.61438 1.23328 -0.0017
C 3.68132 -1.01582 0.55268 0.0915
C -2.40188 -1.25192 -1.08492 0.0017
C -3.75198 -1.99742 -1.07642 -0.0001
C -0.72798 2.97288 5.22208 -0.0013
C 5.47402 0.36878 -0.29052 0.1299
C 5.97802 -1.61142 0.97438 0.1213
C -4.57918 -0.86602 -3.17242 0.0001
C 2.23562 -3.29812 -5.03232 0.0000
C 2.50002 5.19858 -2.69172 -0.0873
C 1.30092 2.96678 -1.48212 0.1412
C -4.87028 -1.15902 -1.69482 0.0000
C -3.22048 -0.04032 1.44928 -0.0011
C -1.61428 -4.26442 2.62628 0.0001
C -2.42528 -0.15142 -2.14622 -0.0012
C -3.92848 0.93328 3.68048 -0.0002
C 0.65242 -3.21482 2.70058 0.0016
C 1.11752 5.10448 -2.60412 0.1577
C -0.58258 1.61568 5.89948 0.0001
H -0.80718 -1.79142 3.42748 0.0001
H 2.49082 6.68618 1.06578 0.0001
H -4.96278 -0.22342 -1.14312 0.0000
H 1.69442 2.23088 -4.50502 0.0019
H -1.52268 1.33328 6.37318 0.0000
H -5.20468 2.71188 1.71758 0.0000
H 0.24122 -5.33452 2.94608 0.0000
H -4.05768 0.58968 4.70998 0.0000
H 3.62292 5.33688 1.32308 0.0018
H -0.30078 0.87468 5.15388 0.0001
H 4.70642 -3.80942 -1.78522 0.0027
H 2.24662 5.71908 3.37658 0.0000
H 2.50022 0.69558 -4.93492 0.0008
H 2.95512 6.07448 -3.14682 -0.0055
H -3.54868 1.95408 3.71908 0.0001
H -5.88238 1.29338 0.91348 0.0000
H -4.04428 -2.30512 -0.07232 0.0000
H -5.59948 -0.08822 2.80568 0.0000
H 1.01992 -3.25862 3.72758 -0.0004
H -0.47088 -2.54962 0.52138 -0.0006
H 6.70272 -2.27522 1.42978 0.0140
H 0.68182 -2.05782 -4.26082 0.0001
H -2.61438 -1.65982 -3.64772 -0.0001
H 1.51972 -3.13872 2.04658 -0.0001
H 3.77242 -5.32432 -1.70362 -0.0001
H -1.61938 -1.95742 -1.39122 -0.0002
H 1.42782 1.49938 -6.12062 -0.0008
H -1.91768 0.42768 3.08848 0.0002
H 7.45672 -0.29892 0.14388 -0.0034
H 1.73282 -3.96212 -5.74742 0.0000
H -2.42268 -3.77562 0.69608 0.0000
H -0.55168 3.95878 -1.92652 -0.0017
H 2.62952 -2.44102 -5.58852 0.0000
H 4.36932 4.24248 -2.25642 -0.0005
H -3.75498 1.40838 -0.08862 -0.0001
H -2.97888 0.72868 -1.81712 0.0002
H 0.76812 5.47828 2.41188 -0.0004
H -1.40788 0.16938 -2.35582 0.0035
H 4.29052 -2.73162 1.66438 -0.0050
H 5.78392 1.24638 -0.83992 0.0353
H 4.32472 -3.62952 -4.41122 -0.0001
H -2.16948 -5.20332 2.54708 0.0000
H -5.10598 0.04518 -3.46902 0.0000
H -1.74328 -3.89602 3.64618 0.0000
H -6.02808 1.45138 3.54118 0.0000
H 2.16152 5.08688 0.37708 -0.0001
H -2.88068 -0.02942 -4.24202 0.0000
H -0.00148 -4.72752 1.30378 0.0000
H 3.21002 -3.86732 -0.84062 -0.0039
H 0.42062 -1.09392 2.37938 0.0021
H -3.09198 -2.81372 2.02428 0.0000
H -3.64758 -2.91342 -1.66502 0.0000
H 0.20872 1.65548 6.64678 0.0000
H -0.95298 3.75038 5.96938 -0.0001
H -4.01178 -0.77232 1.25318 0.0000
H 2.61912 -1.20672 0.65968 0.0194
H 3.33282 -5.11132 -4.45002 0.0000
H -5.82418 -1.68982 -1.59602 0.0000
H -4.97078 -1.67672 -3.79192 0.0000
H 0.49792 5.89778 -3.00732 0.0132
H -1.54528 2.94728 4.48648 0.0007
H -2.95818 -0.97532 3.38148 0.0000
H -2.98288 2.07928 1.32998 0.0003
```

Calculated values
- HOMO energy (spin up / spin down): -0.6 / -2.3 eV
- ΔE to the lowest compared entry with this formula, charge and spin: 0.895 eV
- Total charge: -2
- Spin multiplicity: 2
- Electronic energy: -124151.3823 eV


Entry 2:
The following is a quantum chemistry calculation of a molecular structure, C39H63IN2O16 in a non-equilibrium geometry, from the Open Molecules 2025 dataset.

Geometry as XYZ:
```
121
Properties=species:S:1:pos:R:3:mulliken_charge:R:1
I 1.04805 0.93509 6.41410 0.2528
O 1.05681 -8.94370 1.07185 -0.3688
O 1.27616 -9.01093 -1.17046 0.0405
O 3.29011 -7.95269 -3.65738 -0.3548
O 4.01620 1.48249 4.68657 -0.5426
O 3.29250 -6.18718 -5.11378 -0.5741
O -2.57096 -3.58772 -1.25730 -0.5894
O 8.70263 3.20884 0.18830 -0.5591
O -0.56208 -4.52576 -1.82531 -0.2914
O 2.20595 2.54875 5.87457 -0.6114
O 7.49792 2.92752 2.11384 -0.2536
O 9.58485 3.77195 2.22436 -0.3178
O 2.45484 1.55857 -0.30927 -0.3997
O -0.91483 -2.33497 -2.22104 -0.1921
O 0.38554 2.62509 -3.20843 -0.4094
O 2.15487 -8.11392 -5.59795 -0.3222
O 3.13759 -8.75542 0.13749 -0.5659
N 1.88606 8.23577 3.71932 -0.6187
N 2.34406 2.81682 3.30685 0.0250
C 1.30263 5.24587 3.43797 -0.6697
C -1.27487 -9.52307 1.35160 -1.4835
C -8.64988 5.25951 -1.73803 -1.0984
C 0.47627 -4.07132 -2.67861 0.6707
C -5.55097 2.55684 0.80880 -1.0756
C 1.15420 3.07831 -2.01257 -0.2500
C -0.23856 -8.80626 0.50977 0.5137
C 1.06653 5.98680 4.88178 -0.5623
C -3.51223 3.85025 -1.89855 -0.2252
C 8.98559 3.93634 3.49884 -0.5093
C -3.32637 1.06015 -1.68814 -0.1828
C -1.77810 1.14223 -2.28089 -0.3802
C 2.42474 2.62008 0.72669 -0.3425
C -5.78789 2.40262 -0.83981 1.7288
C 2.45297 2.13785 -1.66326 -0.3697
C -6.41670 0.93735 -1.21932 -1.2310
C -1.45237 -3.49217 -1.72666 0.5155
C -6.54487 3.68743 -1.51425 -1.4618
C 8.60466 3.29317 1.39824 0.5872
C -8.17728 3.69187 -1.39324 1.3359
C 7.89837 2.90484 3.47470 0.5141
C 1.79205 -4.74124 -2.33747 -1.1145
C 2.91049 2.22810 4.60306 0.5369
C -0.05190 -9.39524 -0.85584 -0.6906
C 2.19691 -9.40569 -5.01487 -0.4450
C 1.75476 7.46860 5.02346 -0.4896
C 2.45310 -9.09496 -3.57111 1.1854
C -8.93629 2.77230 -2.56642 -1.2254
C 1.93352 -8.88916 0.02350 0.4619
C -4.23997 2.40616 -1.47503 -0.1406
C 2.94299 -7.31403 -4.81594 0.6140
C 0.46383 -2.59359 -2.42808 -0.6144
C -1.95631 3.93241 -2.49182 -0.4471
C 2.65622 4.29668 3.38759 -0.5327
C 6.73207 3.21998 4.38949 -1.1389
C 3.13301 2.15713 2.15700 -0.2195
C 3.13832 -10.21459 -2.81391 -1.5584
C -8.76861 3.37788 0.10592 -1.2200
C -1.02585 2.56309 -2.70517 0.1340
H -4.48025 2.13346 1.04429 0.3422
H -1.14061 -10.60919 1.30913 0.3564
H 1.05773 8.12687 5.72923 0.2824
H 1.66707 -5.82755 -2.27791 -0.0589
H 3.30726 4.62903 2.45350 0.3131
H -0.75636 -8.99233 -1.58841 0.3724
H 1.27886 5.97063 2.50853 0.3259
H 0.40781 3.21430 -1.11210 0.3406
H 1.59083 4.14819 -2.31190 0.2160
H 9.71387 3.76238 4.29546 0.3192
H 1.49314 5.32820 5.76959 0.1548
H 2.87106 3.63012 0.29928 0.3274
H 2.42546 1.21859 -2.42001 0.2854
H 2.55935 9.03665 3.90052 0.2496
H 1.00719 -2.29824 -1.52371 0.3244
H 3.00589 -9.97031 -5.49145 0.2666
H -3.71993 -0.01269 -1.41304 0.1228
H -8.82133 2.24497 0.39245 0.2228
H 1.53475 -8.79668 -3.05034 -0.1210
H 3.98634 -10.61658 -3.37849 0.4448
H 0.18916 -4.31121 -3.70991 0.1831
H -8.14807 4.01287 0.90319 0.2158
H 3.28332 4.48610 4.36395 0.4613
H -10.07544 3.12668 -2.52367 0.3516
H 2.55386 -4.51355 -3.08908 0.3808
H -7.50999 0.84453 -0.75887 0.2092
H 2.44157 -11.03321 -2.61014 0.2984
H -1.18083 -9.23676 2.40442 0.3551
H 1.25201 -9.93296 -5.17118 0.3186
H -0.10456 -10.48948 -0.87166 0.3183
H -5.71808 3.66809 1.16187 0.2461
H 6.99855 3.04905 5.43682 0.4451
H -6.34131 1.81074 1.29408 0.2525
H 8.61264 4.96393 3.57186 0.3211
H -6.10389 4.65563 -0.97255 0.3884
H 2.98168 1.00079 2.29443 0.3255
H 1.27468 2.85726 0.93845 0.1394
H -8.49162 2.93768 -3.63593 0.3074
H 8.28517 1.90140 3.69163 0.2522
H 0.84319 -2.01901 -3.27733 0.3507
H -2.28745 -9.28795 1.01023 0.3716
H 6.41110 4.26151 4.28135 0.3360
H -1.12013 0.16755 -2.40102 0.1920
H 2.80015 7.41547 5.59641 0.2927
H -9.86859 3.82409 0.14608 0.3944
H -6.43673 0.81717 -2.40635 0.2611
H -1.49625 5.00184 -2.75684 0.2390
H 3.54043 -9.84722 -1.86386 0.3100
H -4.04695 4.90445 -1.76438 0.1359
H 5.86658 2.59781 4.13835 0.0049
H 4.26268 2.47832 2.18452 0.0830
H -0.46932 -7.73479 0.46226 0.2793
H -8.95422 1.64233 -2.21974 0.2882
H -5.81148 0.02782 -0.79365 0.3603
H 2.16378 -4.41465 -1.36041 0.3970
H -9.59008 5.59767 -1.12920 0.2743
H 3.48810 2.69436 -1.87122 0.2522
H -6.24070 3.79495 -2.64272 0.3652
H -7.71280 5.98474 -1.60066 0.2720
H -8.85689 5.26267 -2.91363 0.2881
H 0.38496 4.50209 3.29045 0.3262
H -0.09910 6.10330 5.10111 0.3694
H 0.97228 8.73696 3.51212 0.2335
```

Calculated values
- HOMO energy: -8.0 eV
- Total charge: 0
- Electronic energy: -85287.4169 eV


Entry 3:
The following is a quantum chemistry calculation of 3 unconnected molecules or ions with the total composition C39H63IN2O7S2 in a non-equilibrium geometry, from the Open Molecules 2025 dataset.

Geometry as XYZ:
```
114
Properties=species:S:1:pos:R:3:mulliken_charge:R:1
I 5.94624 -0.08188 -4.44712 0.0582
S 1.65785 9.39258 -1.95269 -0.2368
S 2.41874 0.56412 -9.36716 -0.2586
O -1.51174 -2.86621 6.68263 -0.3132
O -3.67794 -7.60704 5.65589 -0.4223
O 5.93635 7.01155 -4.72182 -0.5676
O -1.14259 -0.49168 2.83692 -0.2866
O -3.71932 -9.25998 1.43946 -0.3385
O 2.36496 4.24192 -6.43604 -0.5741
O 2.46202 4.15392 1.41482 -0.4338
N -1.89485 -7.55680 3.07696 -0.2843
N -3.37643 -1.48099 4.81610 -0.3148
C 5.26397 4.70929 -4.53647 0.5617
C 2.12835 0.85678 -7.58459 -0.4522
C -1.66346 -8.94273 2.68340 -0.2192
C -4.54190 -8.29107 4.76470 -0.5678
C 6.45928 4.17913 -4.11820 -1.1317
C -1.44481 -1.80045 7.61194 -0.7494
C 4.24124 3.88903 -4.98685 0.6474
C 1.31128 6.10474 -4.25039 0.6532
C -3.48474 -1.03290 3.42875 -0.7543
C -1.00379 3.01250 -1.04903 0.0356
C -1.93574 2.81272 -2.25171 -0.8314
C -2.29904 -9.24844 1.34087 -0.7913
C 6.61634 2.81189 -4.12209 -0.6078
C 1.48822 3.68802 2.35093 -0.6668
C 3.48336 0.94337 -6.83594 -0.8641
C 5.04882 6.20797 -4.50512 -0.1480
C 4.37586 2.50551 -4.99768 0.7463
C 2.60712 5.79223 -4.60005 0.1738
C -0.30984 -1.04946 3.83898 -0.7139
C 0.06485 3.69189 1.71218 -0.4331
C -2.28678 -1.26107 2.50788 -0.4922
C -1.53452 -7.26038 4.46340 -0.2391
C 2.98780 4.61018 -5.45718 -0.1713
C 2.98892 3.11041 0.61822 -0.4068
C -2.31259 -7.98430 5.56403 -0.6558
C -3.21605 -2.92396 4.96374 -0.1337
C -0.30573 2.23924 1.29940 -0.2153
C -1.34754 2.13171 0.16407 -1.0439
C 1.02224 7.20769 -3.45756 -0.4301
C 5.58482 2.00534 -4.54211 -0.3014
C 3.23718 1.60935 -5.45093 -0.8629
C 0.12136 5.24419 -4.66795 -1.3659
C -4.34926 -8.17933 0.77666 -0.6912
C 2.06631 7.99535 -3.01320 -0.6186
C 3.64021 6.61079 -4.13566 0.7017
C -0.15694 4.26949 -3.47882 0.1333
C 3.36883 7.69657 -3.35648 -0.7787
C -2.83909 -3.29225 6.38723 -0.8316
C -1.56877 3.68227 -3.50011 -0.8321
H -1.86302 -7.69520 6.51805 0.4124
H -0.31338 -2.14164 3.82003 0.3391
H -4.65050 -7.74004 3.82673 0.1632
H -0.62735 4.09408 2.46106 0.4653
H -0.01153 7.41085 -3.19680 0.5296
H -2.93999 3.13288 -1.94290 0.2210
H -3.67410 0.04356 3.46274 0.3936
H -1.29747 1.08645 -0.18734 0.2595
H -4.17617 -7.23310 1.29960 0.2747
H -1.95852 1.75036 -2.52021 0.3763
H 1.56522 1.78179 -7.42228 0.2798
H -2.37108 2.29791 0.52119 0.3389
H -4.37046 -1.49370 2.98003 0.4091
H 1.49261 8.75033 -0.77191 0.1596
H 1.54280 4.39973 3.18377 0.3162
H 1.50408 0.04586 -7.19383 0.4017
H 4.22830 1.47222 -7.43475 0.6022
H -0.76885 1.78080 2.17994 0.2223
H -0.40059 -1.67087 7.89375 0.2415
H -0.59786 -0.68952 4.83022 0.2009
H 0.14043 4.39427 0.87796 0.1723
H 3.20864 2.21888 1.22794 0.3053
H -2.02608 -2.32101 2.40831 0.3512
H 3.13778 0.80279 -4.70993 0.7369
H 3.89758 3.44043 0.10760 0.2600
H 0.33102 4.69706 -5.58889 0.4358
H -2.58152 -1.01808 5.23624 0.0996
H -4.00318 -8.09551 -0.25754 0.3423
H 1.73746 2.69099 2.74290 0.3569
H -1.68595 -6.18598 4.60135 -0.0747
H -2.32048 4.45103 -3.71496 0.4303
H 2.24808 2.79160 -0.13512 0.0256
H -1.12149 4.05770 -0.72962 0.2757
H -2.84211 -4.38304 6.47176 0.3586
H -3.56406 -2.90236 7.10710 0.4425
H 3.72078 0.90091 -9.47178 0.1271
H -2.02115 -2.02692 8.51351 0.3394
H -2.21359 -9.07395 5.50336 0.4034
H 7.56104 2.38785 -3.79624 0.3717
H 0.62314 1.70157 1.08977 0.3389
H 0.62055 3.49275 -3.53848 0.0433
H 0.05622 4.85525 -2.57634 0.3727
H -4.15608 -3.41723 4.69899 0.4014
H 7.23097 4.86874 -3.78663 0.4997
H -2.58442 -0.92943 1.50868 0.3199
H 0.05012 2.82389 -1.29310 0.0019
H -2.08426 -9.64448 3.41449 0.1849
H 2.31370 2.18786 -5.41310 -0.0793
H -1.95192 -8.55658 0.56813 0.4044
H 0.70889 -0.70354 3.65640 0.3194
H -5.42064 -8.37524 0.76692 0.2372
H -0.58565 -9.11997 2.62033 0.3773
H 3.79759 -0.08524 -6.63724 0.3043
H -0.46428 -7.44611 4.59642 0.4378
H -2.42805 -3.30885 4.30329 0.0907
H -4.20736 -9.31145 4.56448 0.3016
H -0.75969 5.86549 -4.87003 0.5748
H -1.80270 -0.86331 7.17338 0.3068
H -1.61386 2.99847 -4.36253 0.2154
H -1.99857 -10.25668 1.04143 0.3906
H -2.87474 -7.34066 2.95224 0.0476
H 4.17609 8.31975 -2.98037 0.5599
H -5.52942 -8.33516 5.22566 0.3026
```

Calculated values
- SMILES string: COCCCCCCCCCc1cc(S)cc2c1C(=O)c1c(ccc(I)c1CCCS)C2=O.COCCNCCOC.COCCNCCOC
- HOMO energy: -8.8 eV
- ΔE to the lowest compared entry with this formula, charge and spin: 0.836 eV
- Total charge: 0
- Electronic energy: -88545.2189 eV


Q: What is the electronic energy in the third record?
A: -88545.2189 eV


Q: Which formula does entry 3 have?
A: C39H63IN2O7S2


Q: Which formula does entry 2 have?
A: C39H63IN2O16


Q: Which of these has the lowest electronic energy?
A: C39H63CdN4O5P2S4